Formula: C27H21BrN2PSr
Source: the Open Molecules 2025 dataset
Level of theory: ωB97M-V with the def2-TZVPD basis set

Geometry as ORCA input:
```
! wB97M-V def2-TZVPD RIJCOSX def2/J DEFGRID3
* xyz 1 1
Sr -0.453 1.711 1.051
Br -3.124 2.931 1.951
C -3.583 1.450 3.125
C -4.731 1.623 3.849
C -5.213 0.593 4.669
C -4.549 -0.598 4.710
C -3.363 -0.788 3.972
C -2.713 -2.036 4.005
C -1.564 -2.249 3.306
C -0.990 -1.192 2.583
C -1.575 0.050 2.501
C -2.808 0.263 3.170
H -5.284 2.547 3.785
H -6.116 0.741 5.240
H -4.922 -1.420 5.303
H -3.152 -2.823 4.594
H -1.081 -3.214 3.318
H -0.045 -1.385 2.080
N 0.498 -0.728 -1.465
P 1.542 0.159 -0.451
C 2.094 1.510 -1.555
C 2.885 2.497 -0.970
C 3.454 3.487 -1.750
C 3.223 3.508 -3.116
C 2.401 2.555 -3.695
C 1.835 1.556 -2.920
C 2.979 -0.969 -0.583
C 3.740 -1.288 0.537
C 4.742 -2.239 0.436
C 4.957 -2.902 -0.760
C 4.233 -2.549 -1.887
C 3.273 -1.560 -1.811
C -0.777 -0.385 -1.832
C -1.440 -1.135 -2.817
C -2.686 -0.730 -3.232
C -3.260 0.395 -2.644
C -2.549 1.052 -1.664
N -1.327 0.691 -1.264
H 0.819 -1.637 -1.779
H 3.075 2.462 0.100
H 4.087 4.233 -1.296
H 3.685 4.266 -3.729
H 2.211 2.579 -4.756
H 1.191 0.818 -3.380
H 3.544 -0.798 1.484
H 5.343 -2.478 1.298
H 5.695 -3.685 -0.820
H 4.411 -3.046 -2.827
H 2.757 -1.234 -2.704
H -0.965 -2.004 -3.248
H -3.211 -1.275 -4.000
H -4.232 0.748 -2.945
H -2.962 1.921 -1.169
*
```

The highest occupied orbital energy is -0.373 hartree. As for the HOMO-LUMO gap: 7.1 eV. The value obtained for the total energy is -111482.7216 eV.

---

Formula: C35H36ClGeN3RhS
Source: the Open Molecules 2025 dataset
Level of theory: ωB97M-V with the def2-TZVPD basis set

Geometry as ORCA input:
```
! wB97M-V def2-TZVPD RIJCOSX def2/J DEFGRID3
* xyz 2 2
Rh 0.919 0.018 -1.206
Cl 5.315 0.724 -1.192
C 4.436 0.124 0.150
C 4.814 0.581 1.443
C 4.333 0.027 2.571
C 3.422 -1.167 2.524
C 2.650 -1.255 1.181
C 3.420 -0.821 -0.036
C 2.945 -1.250 -1.265
H 5.539 1.381 1.510
H 4.692 0.350 3.540
H 4.040 -2.069 2.604
H 2.282 -2.271 1.040
H 2.335 -2.150 -1.306
H 3.454 -0.967 -2.177
C -3.473 2.089 -4.554
C -3.830 2.065 -3.213
C -3.227 1.161 -2.346
C -2.267 0.282 -2.839
C -1.911 0.301 -4.184
C -2.516 1.210 -5.042
Ge -1.305 -0.943 -1.579
C -2.111 -0.594 0.210
C -2.766 -1.574 0.947
C -3.223 -1.302 2.230
C -3.012 -0.053 2.798
C -2.361 0.936 2.071
C -1.914 0.664 0.788
C -1.886 -2.742 -2.192
C -3.243 -3.034 -2.177
C -3.672 -4.307 -2.526
C -2.752 -5.273 -2.910
C -1.398 -4.976 -2.941
C -0.963 -3.705 -2.590
H -3.955 2.789 -5.225
H -4.580 2.747 -2.831
H -3.518 1.140 -1.303
H -1.178 -0.398 -4.572
H -2.236 1.229 -6.087
H -2.930 -2.555 0.517
H -3.752 -2.066 2.786
H -3.369 0.156 3.799
H -2.211 1.921 2.497
H -1.421 1.449 0.221
H -3.968 -2.275 -1.903
H -4.728 -4.537 -2.507
H -3.094 -6.257 -3.202
H -0.680 -5.729 -3.240
H 0.096 -3.474 -2.623
S 1.152 -0.177 1.140
C 2.417 -1.174 3.653
N 1.985 -0.032 4.134
C 0.875 0.078 5.079
C 0.804 -1.179 5.934
C 0.837 -2.416 5.048
N 1.946 -2.319 4.095
H 2.343 0.811 3.709
H -0.048 0.217 4.509
H 1.036 0.956 5.700
H -0.115 -1.178 6.516
H 1.645 -1.202 6.627
H -0.096 -2.517 4.488
H 0.973 -3.312 5.651
H 2.321 -3.175 3.717
C 1.304 6.358 -1.745
C 1.228 4.868 -1.804
C 2.371 4.073 -1.888
C 2.254 2.699 -1.914
N 1.069 2.079 -1.885
C -0.043 2.832 -1.854
C -0.002 4.207 -1.799
H 2.303 6.706 -1.493
H 0.593 6.754 -1.021
H 1.038 6.776 -2.719
H 3.353 4.524 -1.925
H 3.130 2.067 -1.967
H -0.991 2.309 -1.895
H -0.926 4.767 -1.749
*
```

The highest occupied orbital energy (spin up / spin down) is -0.491 / -0.491 hartree. As for the HOMO-LUMO gap (spin up / spin down): 6.1 / 6.1 eV. For the energy above the lowest of the compared OMol25 structures with the same formula, charge and spin, the calculation gives 56.7 kcal/mol. The value obtained for the total energy is -124216.1107 eV. Its expectation value of S² is 1.236.

---

Formula: C41H61CaCl2N3O5SSi3
Source: the Open Molecules 2025 dataset
Level of theory: ωB97M-V with the def2-TZVPD basis set

Geometry as ORCA input:
```
! wB97M-V def2-TZVPD RIJCOSX def2/J DEFGRID3
* xyz -2 1
Ca -0.143 -0.360 0.246
Cl 0.400 2.975 0.507
C 2.159 2.879 0.747
Cl 2.919 1.669 -0.277
H 2.322 2.596 1.780
H 2.569 3.854 0.506
C -3.804 -1.816 -2.557
C -4.226 -3.026 -2.033
C -3.691 -3.461 -0.838
C -2.733 -2.689 -0.166
N -2.313 -1.529 -0.701
C -2.841 -1.115 -1.851
C -2.141 -3.099 1.139
C -2.600 -4.273 1.755
C -2.066 -4.690 2.961
C -1.073 -3.918 3.551
C -0.643 -2.749 2.932
C -1.136 -2.281 1.699
H -4.184 -1.422 -3.490
H -4.964 -3.629 -2.551
H -4.014 -4.404 -0.426
H -2.452 -0.182 -2.230
H -3.366 -4.892 1.303
H -2.409 -5.608 3.426
H -0.623 -4.244 4.486
H 0.155 -2.188 3.409
C 3.403 -1.461 -1.944
Si 2.278 -1.962 -0.438
C 1.784 -3.737 -1.055
C 3.569 -2.369 0.943
C 4.530 -3.361 0.695
C 5.501 -3.711 1.619
C 5.528 -3.056 2.845
C 4.586 -2.074 3.110
C 3.590 -1.700 2.192
Si 2.328 -0.288 2.726
C 3.650 1.084 3.173
C 2.087 -0.829 4.614
H 3.845 -2.329 -2.450
H 4.228 -0.809 -1.632
H 2.808 -0.899 -2.669
H 2.628 -4.355 -1.392
H 1.088 -3.637 -1.897
H 1.256 -4.283 -0.266
H 4.512 -3.877 -0.262
H 6.230 -4.483 1.387
H 6.279 -3.309 3.588
H 4.629 -1.579 4.076
H 4.440 0.681 3.818
H 3.165 1.902 3.722
H 4.138 1.501 2.287
H 3.007 -0.724 5.202
H 1.759 -1.870 4.701
H 1.344 -0.179 5.093
O -2.751 0.823 2.659
C -1.719 0.915 2.212
C -0.725 -1.839 6.160
C -1.232 -0.447 6.293
C -1.928 0.048 7.363
C -2.290 1.412 7.315
N -1.866 2.249 6.406
C -1.064 1.789 5.399
S -0.238 2.716 4.323
N -0.961 0.403 5.288
C -3.192 1.984 8.376
H -1.048 -2.448 7.001
H 0.366 -1.816 6.110
H -1.079 -2.280 5.227
H -2.184 -0.581 8.202
H -0.389 0.079 4.508
H -3.418 1.254 9.153
H -4.124 2.311 7.914
H -2.723 2.861 8.820
C 1.653 -0.567 -5.641
C 0.254 -0.286 -5.102
C -0.183 -1.420 -4.182
C -0.738 -0.126 -6.253
O 0.326 0.958 -4.421
Si -0.453 1.537 -3.075
O -0.249 0.733 -1.745
O -2.071 1.623 -3.535
C -3.055 2.554 -3.103
C -4.413 1.902 -3.351
C -2.900 2.872 -1.615
C -2.951 3.832 -3.935
O 0.008 3.132 -3.063
C 1.099 3.847 -3.618
C 2.414 3.089 -3.475
C 0.813 4.121 -5.095
C 1.171 5.158 -2.837
H 1.656 -1.461 -6.270
H 2.350 -0.720 -4.817
H 1.996 0.284 -6.235
H -0.115 -2.376 -4.708
H -1.216 -1.280 -3.863
H 0.443 -1.459 -3.289
H -0.893 -1.076 -6.772
H -0.367 0.610 -6.972
H -1.693 0.225 -5.860
H -4.546 1.029 -2.713
H -4.482 1.584 -4.394
H -5.222 2.608 -3.146
H -2.892 1.949 -1.033
H -3.728 3.497 -1.271
H -1.962 3.398 -1.428
H -3.158 3.610 -4.985
H -1.946 4.240 -3.854
H -3.669 4.579 -3.584
H 2.402 2.177 -4.071
H 2.577 2.803 -2.437
H 3.247 3.716 -3.804
H 0.656 3.176 -5.616
H 1.652 4.647 -5.558
H -0.085 4.733 -5.203
H 1.190 4.937 -1.768
H 0.290 5.772 -3.042
H 2.065 5.728 -3.102
*
```

The highest occupied orbital energy is -0.013 hartree. As for the HOMO-LUMO gap: 4.3 eV. For the energy above the lowest of the compared OMol25 structures with the same formula, charge and spin, the calculation gives 5.2 kcal/mol. The value obtained for the total energy is -136174.8590 eV.

---

Formula: C3H8OSi
Source: the Open Molecules 2025 dataset
Level of theory: ωB97M-V with the def2-TZVPD basis set

Geometry as ORCA input:
```
! wB97M-V def2-TZVPD RIJCOSX def2/J DEFGRID3
* xyz 0 1
C -0.529 -0.478 -0.973
C -1.034 1.408 -0.755
C -0.424 -1.040 0.381
O -0.110 -0.895 -1.991
Si 1.414 -0.396 1.114
H -1.420 1.839 -1.626
H -1.686 1.377 0.081
H -0.105 2.040 -0.735
H -1.231 -0.647 1.017
H -0.322 -2.139 0.157
H 1.892 0.732 0.270
H 1.979 -1.590 0.484
H 1.575 -0.211 2.577
*
```

The highest occupied orbital energy is -0.324 hartree. As for the HOMO-LUMO gap: 9.5 eV. For the energy above the lowest of the compared OMol25 structures with the same formula, charge and spin, the calculation gives 68.9 kcal/mol. The value obtained for the total energy is -13163.0400 eV.

---

Formula: C10H7IrN2O5
Source: the Open Molecules 2025 dataset
Level of theory: ωB97M-V with the def2-TZVPD basis set

Geometry as ORCA input:
```
! wB97M-V def2-TZVPD RIJCOSX def2/J DEFGRID3
* xyz 2 5
O -1.996 2.120 -2.283
C -1.946 1.495 -1.300
Ir -1.912 0.377 0.282
O -0.964 2.894 1.983
C -1.320 1.970 1.359
C -1.882 -0.705 1.886
O -1.890 -1.383 2.826
C -2.553 -1.249 -0.788
O -2.836 -2.335 -0.313
C -3.800 0.714 0.559
O -4.949 0.897 0.687
H -2.628 -1.072 -1.904
N 4.207 -0.621 -0.450
C 2.929 -0.414 -0.318
C 2.316 0.861 -0.568
C 0.970 1.051 -0.397
N 0.221 0.047 -0.003
C 0.668 -1.162 0.238
C 1.997 -1.426 0.095
H 4.853 0.105 -0.733
H 4.639 -1.516 -0.259
H 2.957 1.686 -0.887
H 0.547 2.073 -0.589
H -0.023 -1.985 0.573
H 2.392 -2.424 0.303
*
```

The highest occupied orbital energy (spin up / spin down) is -0.452 / -0.682 hartree. As for the HOMO-LUMO gap (spin up / spin down): 4.7 / 7.0 eV. For the energy above the lowest of the compared OMol25 structures with the same formula, charge and spin, the calculation gives 18.8 kcal/mol. The value obtained for the total energy is -26517.0904 eV. Its expectation value of S² is 6.063.

---

Formula: C2H2F2O2
Source: the Open Molecules 2025 dataset
Level of theory: ωB97M-V with the def2-TZVPD basis set

Geometry as ORCA input:
```
! wB97M-V def2-TZVPD RIJCOSX def2/J DEFGRID3
* xyz 0 1
O 1.608 1.098 -0.650
C 1.167 0.249 0.031
F 1.907 -0.652 0.738
C -0.529 -0.271 0.189
O -1.518 0.663 0.087
F -0.578 -1.340 -0.711
H -0.721 -0.859 1.044
H -1.336 1.111 -0.728
*
```

The highest occupied orbital energy is -0.419 hartree. As for the HOMO-LUMO gap: 12.1 eV. As for the SMILES: O=C(F)[C@@H](O)F. For the energy above the lowest of the compared OMol25 structures with the same formula, charge and spin, the calculation gives 18.7 kcal/mol. The value obtained for the total energy is -11635.4374 eV.